(1)
The molecule C4H5F in a non-equilibrium geometry. Source: OMol25; level of theory: ωB97M-V/def2-TZVPD.

Geometry as XYZ:
```
10
Properties=species:S:1:pos:R:3:lowdin_charge:R:1
F 2.9466 -0.6478 -0.0322 -0.036
C 0.6496 -0.1805 -0.0428 0.029
C 2.0199 0.3301 0.0062 -0.274
C -2.0775 -0.2482 0.0386 -0.122
C -0.6410 -0.1520 -0.0782 -0.074
H 2.1898 0.9879 -0.7828 0.094
H 2.2079 0.8261 0.9851 0.131
H -2.4205 -0.9489 0.8378 0.100
H -2.4028 0.7582 -0.0489 0.066
H -2.4720 -0.7247 -0.8828 0.086
```

Calculated values
**Energy relative to the best compared isomer or geometry (same formula, charge and spin)**: 137.72 kJ/mol
**Maximum force**: 0.155 hartree/bohr
**Structure (SMILES)**: CC#CCF
**Lowest unoccupied orbital energy**: 0.863 eV
**E_tot**: -255.1795 hartree
**HOMO-LUMO gap**: 10.271 eV


(2)
The molecule C4H5F2N3 in a non-equilibrium geometry. Source: OMol25; level of theory: ωB97M-V/def2-TZVPD.

Geometry as XYZ:
```
14
Properties=species:S:1:pos:R:3:lowdin_charge:R:1
F 1.5248 -1.0073 1.1047 -0.103
F 1.6050 -0.7479 -1.1122 0.132
N -2.3866 0.5926 -0.1959 -0.005
N -1.1883 0.9541 -0.1054 0.058
N -0.3430 -0.1870 -0.1432 -0.014
C 1.8009 1.2148 0.1446 0.022
C -2.4837 -0.7250 -0.0207 -0.119
C -1.1949 -1.2624 -0.0870 -0.012
C 1.0433 -0.0912 -0.1178 -0.447
H -0.8718 -2.1992 0.2082 0.100
H 2.7989 0.9162 0.0516 0.062
H 1.6945 1.8845 -0.8040 0.126
H -3.4559 -1.1772 0.0842 0.099
H 1.4568 1.8351 0.9928 0.101
```

Calculated values
**Energy relative to the best compared isomer or geometry (same formula, charge and spin)**: 219.25 kJ/mol
**Maximum force**: 0.086 hartree/bohr
**Structure (SMILES)**: CC(F)(F)n1ccnn1
**Lowest unoccupied orbital energy**: 0.532 eV
**E_tot**: -519.3532 hartree
**HOMO-LUMO gap**: 10.697 eV